{"formula": "C3H11NO3S", "method": "ωB97M-V/def2-TZVPD", "symbols": ["N", "C", "C", "O", "C", "S", "H", "H", "H", "H", "H", "H", "H", "O", "H", "H", "O", "H", "H"], "coordinates": [[0.12, -1.74, 1.11], [0.21, -1.20, -0.21], [1.62, -0.60, -0.37], [1.96, 0.42, 0.16], [-0.86, -0.12, -0.54], [-2.46, -0.32, 0.32], [0.73, -1.31, 1.79], [-0.60, -2.24, 1.59], [0.06, -2.02, -0.91], [2.24, -1.21, -1.05], [-0.55, 0.92, -0.49], [-1.30, -0.16, -1.54], [-2.32, 0.55, 1.30], [1.01, 0.95, -2.88], [0.79, 1.61, -2.23], [1.91, 1.20, -3.07], [0.75, 2.21, 2.11], [0.84, 2.38, 1.17], [0.51, 1.27, 2.08]], "nbo_charge": [-0.8711, -0.1684, 0.4849, -0.5413, -0.5371, -0.0468, 0.3681, 0.4060, 0.1996, 0.1219, 0.2138, 0.2384, 0.1231, -0.9279, 0.4652, 0.4703, -0.9267, 0.4655, 0.4629], "total_charge": 0, "homo_lumo_gap_ev": 9.7344, "lumo_energy_ev": 0.44, "smiles": "N[C@H](C=O)CS.O.O"}

---

{"formula": "C3H11NO4", "method": "ωB97M-V/def2-TZVPD", "symbols": ["N", "C", "C", "C", "O", "O", "H", "H", "H", "H", "H", "H", "H", "O", "H", "H", "O", "H", "H"], "coordinates": [[-1.75, -0.88, -1.46], [-1.96, 0.43, -2.06], [-0.78, 1.29, -2.54], [0.06, 1.65, -1.31], [0.17, 0.99, -0.29], [0.89, 2.68, -1.53], [-1.55, -0.77, -0.48], [-1.06, -1.44, -1.95], [-2.65, 0.26, -2.91], [-2.56, 1.07, -1.41], [-1.30, 2.12, -3.03], [-0.06, 0.79, -3.20], [1.47, 2.99, -0.82], [2.29, -1.83, 5.71], [3.23, -1.79, 5.84], [2.09, -1.95, 4.76], [1.21, -2.11, 2.02], [1.04, -2.32, 2.93], [1.21, -1.17, 1.73]], "nbo_charge": [-0.8380, -0.2143, -0.5280, 0.8021, -0.6166, -0.6986, 0.3769, 0.3585, 0.1858, 0.1940, 0.2384, 0.2350, 0.5044, -0.9420, 0.4748, 0.4660, -0.9710, 0.4730, 0.4995], "total_charge": 0, "homo_lumo_gap_ev": 9.5189, "lumo_energy_ev": 0.49, "smiles": "NCCC(=O)O.O.O"}

---

{"formula": "C3H11NO4", "method": "ωB97M-V/def2-TZVPD", "symbols": ["N", "C", "C", "O", "C", "O", "H", "H", "H", "H", "H", "H", "H", "O", "H", "H", "O", "H", "H"], "coordinates": [[-0.02, -0.58, -0.05], [-0.99, 0.46, 0.41], [-1.39, 1.07, -0.97], [-2.36, 1.78, -1.10], [-0.47, 1.50, 1.40], [0.03, 0.88, 2.57], [0.26, -1.16, 0.74], [0.84, -0.05, -0.24], [-1.89, -0.02, 0.84], [-0.96, 0.66, -1.90], [0.37, 2.10, 0.99], [-1.25, 2.13, 1.82], [0.92, 0.54, 2.52], [-0.64, -1.70, -3.17], [-0.37, -1.48, -2.26], [-1.60, -1.55, -3.07], [3.39, -1.69, 0.78], [2.47, -1.42, 0.81], [3.65, -1.50, -0.13]], "nbo_charge": [-0.8367, -0.1861, 0.4147, -0.5007, -0.0759, -0.7262, 0.3621, 0.3430, 0.2268, 0.1334, 0.1646, 0.2124, 0.4688, -0.9395, 0.4764, 0.4621, -0.9223, 0.4521, 0.4710], "total_charge": 0, "homo_lumo_gap_ev": 10.2608, "lumo_energy_ev": 0.10, "smiles": "N[C@H](C=O)CO.O.O"}

---

{"formula": "C3H11NO4", "method": "ωB97M-V/def2-TZVPD", "symbols": ["O", "C", "N", "C", "C", "O", "H", "H", "H", "H", "H", "H", "H", "O", "H", "H", "O", "H", "H"], "coordinates": [[0.34, 1.17, -2.16], [0.56, 1.04, -0.98], [1.61, 0.38, -0.44], [1.50, 0.03, 0.97], [1.30, -1.47, 1.23], [0.04, -2.02, 0.95], [-0.16, 1.48, -0.26], [2.31, -0.10, -0.97], [2.41, 0.30, 1.49], [0.65, 0.49, 1.52], [2.03, -2.05, 0.67], [1.52, -1.61, 2.33], [-0.58, -1.39, 0.54], [-2.57, 1.26, -1.84], [-2.71, 1.01, -2.74], [-1.71, 1.64, -1.63], [-1.78, -0.03, 0.44], [-2.36, -0.41, 1.12], [-2.40, 0.27, -0.24]], "nbo_charge": [-0.6354, 0.5263, -0.6181, -0.2573, -0.0566, -0.7510, 0.1247, 0.4100, 0.1973, 0.2224, 0.1564, 0.1613, 0.4985, -0.9827, 0.4940, 0.5008, -0.9863, 0.4822, 0.5136], "total_charge": 0, "homo_lumo_gap_ev": 10.5437, "lumo_energy_ev": 0.70, "smiles": "O=CNCCO.O.O"}

---

{"formula": "C3H11NO4", "method": "ωB97M-V/def2-TZVPD", "symbols": ["C", "C", "O", "C", "N", "O", "H", "H", "H", "H", "H", "H", "H", "H", "H", "O", "H", "H", "O"], "coordinates": [[0.43, -0.70, 0.99], [-0.53, -0.01, 1.96], [-0.96, 1.24, 1.53], [1.66, 0.16, 0.68], [1.86, 0.47, -0.60], [2.30, 0.72, 1.57], [0.03, -1.22, 0.10], [0.85, -1.64, 1.42], [-1.29, -0.73, 2.28], [0.11, 0.16, 2.84], [-1.20, 1.22, 0.60], [2.66, 1.04, -0.83], [1.50, -0.12, -1.35], [-1.40, -0.83, -2.23], [-0.17, -1.64, -2.68], [-1.11, -1.70, -2.55], [-0.83, 1.55, -1.33], [-2.23, 0.85, -0.83], [-1.68, 1.18, -1.56]], "nbo_charge": [-0.5085, -0.0661, -0.6802, 0.6420, -0.7057, -0.0299, 0.2781, 0.2910, 0.2180, 0.1992, 0.4565, 0.4414, 0.4419, 0.4812, 0.4493, -0.9302, 0.4759, 0.4838, -0.9377], "total_charge": 1, "homo_lumo_gap_ev": [10.1495, 5.1557], "lumo_energy_ev": [-4.73, -9.72], "spin_multiplicity": 2}

---

{"formula": "C3H11NO4", "method": "ωB97M-V/def2-TZVPD", "symbols": ["C", "N", "C", "C", "O", "O", "H", "H", "H", "H", "H", "H", "H", "H", "H", "O", "H", "H", "O"], "coordinates": [[-0.60, 0.31, -2.24], [0.19, -0.83, -1.80], [1.43, -0.52, -1.20], [1.26, 0.16, 0.15], [2.22, 1.13, 0.48], [0.42, -0.19, 0.95], [-1.64, 0.51, -2.11], [-0.45, 0.42, -3.36], [-0.24, 1.36, -1.95], [-0.46, -1.43, -1.26], [2.07, 0.16, -1.82], [2.10, -1.33, -1.02], [2.00, 1.59, 1.25], [-3.24, 1.93, -0.50], [-1.76, 2.18, 0.05], [-2.34, 2.07, -0.77], [0.32, -2.62, 4.52], [-1.06, -2.20, 5.27], [-0.21, -2.70, 5.36]], "nbo_charge": [-0.5417, -0.1006, -0.3991, 0.7821, -0.6601, -0.5368, 0.3142, 0.3082, 0.2863, 0.4455, 0.2823, 0.2881, 0.5162, 0.4970, 0.4882, -0.9699, 0.4695, 0.4762, -0.9456], "total_charge": 1, "homo_lumo_gap_ev": [9.9183, 4.5975], "lumo_energy_ev": [-3.48, -8.80], "spin_multiplicity": 2}

---

{"formula": "C3H11NO5", "method": "ωB97M-V/def2-TZVPD", "symbols": ["O", "C", "O", "N", "C", "C", "O", "H", "H", "H", "H", "H", "H", "H", "O", "H", "H", "O", "H", "H"], "coordinates": [[-1.28, 2.06, -1.12], [-0.56, 1.15, -1.12], [0.79, 1.44, -1.18], [-0.99, -0.10, -1.41], [-0.24, -1.27, -1.05], [-0.59, -1.67, 0.42], [0.66, -1.61, 1.10], [1.44, 0.70, -0.93], [-1.96, -0.05, -1.49], [0.72, -1.14, -1.37], [-0.54, -2.06, -1.80], [-1.34, -1.05, 0.90], [-0.92, -2.72, 0.54], [0.55, -0.99, 1.76], [-1.18, 0.38, 3.13], [-0.37, 0.87, 3.09], [-1.70, 0.88, 3.73], [2.77, -0.09, -0.06], [2.69, 0.49, 0.68], [2.60, -0.99, 0.20]], "nbo_charge": [-0.6178, 0.8694, -0.7412, -0.6404, -0.2520, -0.0880, -0.7399, 0.5031, 0.4012, 0.2185, 0.2026, 0.2025, 0.1739, 0.4686, -0.9404, 0.4649, 0.4774, -0.9455, 0.4809, 0.5021], "total_charge": 0, "homo_lumo_gap_ev": 9.5649, "lumo_energy_ev": 0.11, "smiles": "O=C(O)NCCO.O.O"}

---

{"formula": "C3H11NOS", "method": "ωB97M-V/def2-TZVPD", "symbols": ["C", "C", "C", "S", "N", "H", "H", "H", "H", "H", "H", "H", "H", "H", "H", "H", "O"], "coordinates": [[1.42, 0.89, 0.20], [0.07, 0.24, 0.21], [-0.39, -0.49, 1.53], [-1.94, -1.40, 1.31], [1.72, 1.60, -1.05], [1.65, 1.59, 1.13], [2.17, 0.02, 0.28], [-0.11, -0.38, -0.64], [-0.68, 1.06, -0.09], [0.47, -1.02, 1.90], [-0.52, 0.37, 2.18], [-0.49, -2.57, 0.31], [1.80, 2.62, -0.94], [0.96, 1.36, -1.81], [-1.87, -1.22, -0.74], [-2.44, -1.68, -2.07], [-1.82, -1.01, -1.72]], "nbo_charge": [-0.2119, -0.4483, -0.5508, 0.0353, -0.8548, 0.1852, 0.1673, 0.2338, 0.1994, 0.2144, 0.2192, 0.1286, 0.3681, 0.3676, 0.4649, 0.4657, -0.9839], "total_charge": 0, "homo_lumo_gap_ev": 7.0451, "lumo_energy_ev": -1.93}

---

The following relative energy (zero: lowest compared OMol25 entry of this formula, charge and spin) values (in eV) correspond, in order, to the records above: 1.925; 1.844; 2.814; 1.590; 2.168; 2.012; 1.687; 4.197.